{
  "formula": "C21H19ClN2O6S",
  "method": "wB97M-V/def2-TZVPD",
  "smiles": "CN(c1ccccc1)S(=O)(=O)c1ccc(Cl)c(C(=O)OCC(=O)NCc2ccco2)c1",
  "homo_ev": -8.68,
  "mol_weight_g_mol": 462.91,
  "lumo_energy_ev": -0.3,
  "symbols": ["C", "N", "C", "C", "C", "C", "C", "C", "H", "H", "H", "H", "H", "S", "O", "O", "C", "C", "C", "C", "C", "C", "H", "H", "Cl", "C", "O", "O", "C", "H", "H", "C", "O", "N", "H", "C", "C", "C", "C", "C", "O", "H", "H", "H", "H", "H", "H", "H", "H", "H"],
  "coordinates": [[-3.0753, -0.8789, 2.3892], [-3.2374, -0.6897, 0.9666], [-3.4817, 0.5811, 0.4430], [-3.7306, 0.7293, -0.9219], [-3.9515, 1.9822, -1.4610], [-3.9368, 3.1102, -0.6576], [-3.7111, 2.9666, 0.6992], [-3.4835, 1.7181, 1.2504], [-3.3114, 1.6400, 2.3110], [-3.7085, 3.8340, 1.3425], [-4.1099, 4.0869, -1.0824], [-4.1443, 2.0744, -2.5195], [-3.7798, -0.1430, -1.5504], [-2.5647, -1.8418, -0.0470], [-1.9753, -2.8515, 0.7800], [-3.5017, -2.2728, -1.0381], [-1.2335, -0.9538, -0.8736], [-0.4080, -0.1444, -0.1313], [0.6828, 0.4994, -0.7171], [0.9320, 0.2723, -2.0736], [0.0899, -0.5484, -2.8178], [-0.9958, -1.1598, -2.2206], [-1.6604, -1.8006, -2.7781], [0.3027, -0.7086, -3.8633], [2.2814, 0.9497, -2.8884], [1.5366, 1.2813, 0.2232], [1.3915, 1.2258, 1.4171], [2.4884, 2.0100, -0.3724], [3.5261, 2.4756, 0.4865], [4.1453, 3.1414, -0.1158], [3.1158, 3.0088, 1.3479], [4.3329, 1.2664, 0.9989], [4.8085, 1.2143, 2.1057], [4.4393, 0.2945, 0.0670], [4.0040, 0.4480, -0.8331], [4.6903, -1.0958, 0.4085], [3.4137, -1.8636, 0.2828], [2.3647, -2.0285, 1.1394], [1.3777, -2.7563, 0.4284], [1.8975, -2.9696, -0.8096], [3.1243, -2.4280, -0.9143], [1.5124, -3.4772, -1.6712], [0.4170, -3.0683, 0.7850], [2.3076, -1.6757, 2.1482], [5.0569, -1.1123, 1.4362], [5.4441, -1.5066, -0.2681], [-0.5718, 0.0030, 0.9245], [-2.8756, -1.9354, 2.5471], [-2.2396, -0.2987, 2.7922], [-3.9956, -0.6041, 2.9060]],
  "atomic_forces_ev_per_a": [[0.10, -0.26, 0.40], [0.47, -0.86, -0.46], [-0.33, 0.68, -0.44], [-0.15, 0.16, -0.06], [0.05, 0.00, 0.03], [-0.01, 0.09, 0.01], [-0.02, 0.08, -0.09], [0.07, -0.28, 0.12], [0.03, -0.04, 0.12], [0.00, 0.06, 0.06], [-0.02, 0.08, -0.03], [-0.02, -0.01, -0.09], [-0.09, 0.03, -0.13], [0.35, 0.14, -0.14], [0.09, 0.06, 0.32], [-0.05, 0.25, -0.12], [-0.40, -0.23, 0.21], [0.20, 0.15, -0.03], [-0.16, -0.18, -0.10], [-0.32, -0.12, 0.29], [0.03, -0.01, 0.06], [-0.09, -0.01, 0.05], [-0.05, -0.05, -0.15], [0.02, 0.00, -0.06], [0.24, -0.02, -0.56], [-0.09, -0.07, 0.31], [0.08, 0.08, -0.07], [-0.20, 0.26, -0.14], [0.14, 0.03, 0.61], [-0.07, -0.08, 0.03], [0.13, -0.11, -0.13], [-0.20, 0.42, -0.41], [0.09, 0.06, 0.43], [0.14, -0.17, -0.50], [-0.02, 0.04, 0.18], [-0.14, -0.09, -0.13], [-0.12, 0.09, 0.84], [0.63, 0.02, -0.30], [0.13, -0.18, -0.52], [-0.75, -0.14, 0.41], [0.47, 0.11, -0.24], [0.03, -0.07, -0.18], [-0.20, -0.12, 0.02], [0.05, 0.13, 0.24], [-0.01, -0.08, -0.15], [0.00, -0.03, 0.18], [0.00, 0.05, 0.13], [-0.05, 0.12, 0.22], [-0.03, 0.02, 0.01], [0.03, 0.02, -0.05]],
  "lowdin_charge": [-0.074, -0.211, -0.270, -0.036, -0.069, -0.094, -0.081, -0.024, 0.101, 0.105, 0.100, 0.107, 0.092, 0.698, -0.281, -0.270, -0.260, 0.012, -0.101, -0.562, -0.077, -0.031, 0.124, 0.111, 0.800, -0.452, 0.141, -0.077, -0.045, 0.141, 0.138, -0.478, 0.089, 0.090, 0.103, -0.073, -0.259, -0.008, -0.053, -0.117, 0.043, 0.124, 0.088, 0.121, 0.132, 0.131, 0.134, 0.080, 0.094, 0.103]
}